{
  "formula": "C32H35Cl2GdN8O2S3",
  "method": "the ωB97M-V functional and the def2-TZVPD basis",
  "spin_multiplicity": 8,
  "charge": 0,
  "relative_energy_kj_mol": 150.8,
  "lumo_ev": [0.111, -2.432],
  "e_tot_ha": -4709.6524,
  "elements": ["Gd", "N", "C", "S", "N", "N", "C", "C", "C", "C", "C", "C", "N", "H", "H", "H", "H", "H", "H", "H", "Cl", "C", "C", "C", "C", "C", "Cl", "C", "S", "H", "H", "H", "O", "C", "O", "C", "C", "C", "C", "C", "C", "C", "C", "C", "N", "H", "H", "H", "H", "H", "H", "C", "N", "C", "C", "C", "N", "C", "C", "H", "H", "H", "H", "H", "H", "H", "H", "H", "H", "H", "H", "H", "H", "H", "H", "S", "C", "C", "N", "C", "H", "H", "H"],
  "positions_angstrom": [[-0.759, -0.348, -0.755], [-3.646, 1.110, -3.647], [-2.555, 1.089, -2.851], [-1.126, 0.384, -3.469], [-2.762, 1.493, -1.597], [-1.705, 2.102, -0.976], [-1.805, 2.254, 0.295], [-2.795, 1.569, 1.157], [-3.619, 2.245, 2.042], [-4.480, 1.510, 2.837], [-4.477, 0.129, 2.727], [-3.611, -0.461, 1.822], [-2.781, 0.237, 1.055], [-3.656, 0.523, -4.463], [-4.520, 1.390, -3.233], [-1.083, 2.916, 0.761], [-3.578, 3.325, 2.097], [-5.143, 2.006, 3.534], [-5.128, -0.486, 3.331], [-3.570, -1.538, 1.713], [-3.633, -1.410, -1.206], [-3.777, -2.739, -2.314], [-5.052, -3.142, -2.671], [-5.205, -4.193, -3.558], [-4.079, -4.816, -4.072], [-2.817, -4.388, -3.702], [-1.450, -5.215, -4.381], [-2.607, -3.327, -2.804], [-1.003, -2.851, -2.340], [-5.909, -2.632, -2.252], [-6.193, -4.526, -3.846], [-4.170, -5.642, -4.764], [-0.567, 0.925, 3.076], [0.332, 0.897, 2.244], [0.275, 0.345, 1.084], [1.627, 1.602, 2.601], [1.538, 2.847, 3.274], [2.684, 3.530, 3.535], [3.930, 2.966, 3.166], [5.168, 3.618, 3.377], [6.337, 3.016, 3.008], [6.321, 1.730, 2.420], [5.140, 1.082, 2.202], [3.914, 1.694, 2.558], [2.754, 1.039, 2.265], [0.565, 3.214, 3.567], [2.661, 4.494, 4.031], [5.172, 4.600, 3.836], [7.281, 3.521, 3.164], [7.256, 1.261, 2.142], [5.104, 0.097, 1.754], [1.460, 2.248, -2.903], [1.398, 1.750, -1.530], [1.316, 2.919, -0.657], [2.623, 1.019, -1.201], [2.680, -0.359, -1.822], [1.857, -1.380, -1.149], [2.010, -2.607, -1.948], [2.402, -1.677, 0.185], [2.328, 2.915, -3.026], [0.547, 2.795, -3.130], [1.537, 1.435, -3.620], [2.221, 3.540, -0.742], [1.215, 2.604, 0.378], [0.452, 3.518, -0.938], [2.686, 0.938, -0.115], [3.506, 1.590, -1.534], [3.728, -0.701, -1.818], [2.363, -0.320, -2.865], [3.074, -2.876, -2.009], [1.624, -2.458, -2.954], [1.467, -3.427, -1.486], [3.456, -1.985, 0.100], [1.838, -2.504, 0.620], [2.329, -0.822, 0.849], [-1.551, -4.647, 2.067], [-0.840, -3.424, 3.011], [-0.715, -2.309, 2.266], [-1.179, -2.402, 0.976], [-1.657, -3.583, 0.744], [-0.556, -3.574, 4.038], [-0.340, -1.371, 2.637], [-2.076, -3.890, -0.200]]
}

{
  "formula": "C32H35F6FeN9O8S3",
  "method": "the ωB97M-V functional and the def2-TZVPD basis",
  "spin_multiplicity": 6,
  "charge": -1,
  "relative_energy_kj_mol": 145.7,
  "lumo_ev": [2.468, 0.962],
  "e_tot_ha": -5392.6792,
  "elements": ["Fe", "C", "C", "N", "O", "C", "C", "N", "O", "H", "H", "H", "H", "H", "H", "H", "F", "C", "F", "F", "S", "O", "O", "N", "S", "O", "O", "C", "F", "F", "F", "O", "C", "N", "C", "C", "O", "N", "C", "C", "C", "C", "C", "C", "C", "C", "C", "C", "C", "C", "H", "H", "H", "H", "H", "H", "H", "H", "H", "H", "H", "C", "C", "C", "C", "N", "C", "S", "N", "H", "H", "H", "H", "H", "C", "C", "N", "C", "C", "N", "C", "C", "H", "H", "H", "H", "H", "H", "H", "H", "H", "H", "H", "H"],
  "positions_angstrom": [[-0.448, -0.668, -0.807], [0.982, 2.509, -4.014], [0.739, 1.566, -2.877], [-0.411, 1.085, -2.610], [-1.370, 1.564, -3.467], [1.862, 1.123, -2.038], [3.227, 1.731, -2.131], [1.646, 0.158, -1.225], [2.434, -0.423, -0.457], [0.409, 2.184, -4.880], [2.037, 2.555, -4.275], [0.637, 3.513, -3.753], [-2.155, 1.007, -3.335], [3.152, 2.814, -2.232], [3.775, 1.335, -2.990], [3.785, 1.506, -1.226], [-4.818, 0.282, 2.692], [-5.142, -0.040, 1.438], [-6.421, 0.279, 1.233], [-5.014, -1.362, 1.295], [-4.043, 0.875, 0.275], [-2.720, 0.381, 0.545], [-4.355, 2.243, 0.545], [-4.606, 0.457, -1.141], [-3.866, -0.478, -2.154], [-3.795, 0.135, -3.451], [-2.676, -1.152, -1.686], [-5.068, -1.855, -2.376], [-4.613, -2.680, -3.317], [-6.257, -1.389, -2.751], [-5.214, -2.541, -1.243], [0.395, -0.921, 3.104], [0.445, 0.095, 2.435], [0.958, 1.288, 2.956], [0.645, 2.394, 2.066], [0.033, 1.614, 0.880], [-0.370, 2.149, -0.136], [0.046, 0.277, 1.121], [-0.352, 3.348, 2.703], [-1.702, 3.302, 2.389], [-2.603, 4.129, 3.051], [-2.160, 5.001, 4.031], [-0.808, 5.051, 4.352], [0.091, 4.232, 3.689], [1.901, 3.094, 1.558], [3.151, 2.505, 1.710], [4.288, 3.130, 1.215], [4.184, 4.340, 0.545], [2.934, 4.918, 0.364], [1.800, 4.300, 0.867], [0.780, 1.418, 3.940], [-2.065, 2.637, 1.620], [-3.650, 4.078, 2.780], [-2.862, 5.646, 4.546], [-0.459, 5.735, 5.116], [1.149, 4.272, 3.919], [3.219, 1.559, 2.232], [5.257, 2.665, 1.350], [5.071, 4.826, 0.158], [2.844, 5.857, -0.168], [0.824, 4.746, 0.723], [3.953, -4.088, -0.803], [3.445, -3.323, -1.990], [4.272, -2.934, -3.036], [3.661, -2.243, -4.070], [2.377, -1.922, -4.077], [1.651, -2.320, -3.011], [-0.028, -1.867, -2.971], [2.149, -3.035, -1.991], [5.036, -4.204, -0.834], [3.490, -5.076, -0.770], [3.674, -3.564, 0.112], [5.328, -3.162, -3.047], [4.237, -1.925, -4.935], [-1.220, -3.747, -0.602], [-1.597, -4.959, 0.276], [-1.018, -4.827, 1.615], [0.394, -4.462, 1.460], [0.526, -3.045, 0.855], [-0.777, -2.633, 0.272], [-1.779, -2.491, 1.353], [-1.698, -3.713, 2.288], [-2.053, -3.410, -1.217], [-0.392, -3.975, -1.272], [-1.241, -5.887, -0.179], [-2.681, -5.043, 0.387], [0.865, -5.214, 0.819], [0.879, -4.506, 2.438], [1.263, -3.018, 0.053], [0.787, -2.324, 1.623], [-2.752, -2.415, 0.870], [-1.596, -1.572, 1.899], [-2.697, -4.034, 2.593], [-1.132, -3.463, 3.187]]
}

{
  "formula": "C32H35IrNO6P4STe",
  "method": "the ωB97M-V functional and the def2-TZVPD basis",
  "spin_multiplicity": 6,
  "charge": 2,
  "relative_energy_kj_mol": 0.0,
  "lumo_ev": [-4.393, -7.630],
  "e_tot_ha": -3882.1878,
  "elements": ["Ir", "N", "C", "C", "P", "O", "O", "O", "P", "O", "O", "O", "H", "H", "H", "H", "H", "H", "H", "H", "C", "C", "P", "C", "C", "C", "C", "C", "C", "C", "C", "C", "C", "C", "C", "P", "C", "C", "C", "C", "C", "C", "C", "C", "C", "C", "C", "C", "H", "H", "H", "H", "H", "H", "H", "H", "H", "H", "H", "H", "H", "H", "H", "H", "H", "H", "H", "H", "H", "H", "H", "H", "Te", "C", "C", "C", "C", "S", "H", "H", "H"],
  "positions_angstrom": [[0.019, -0.167, 0.090], [4.138, 0.380, -0.813], [3.427, -0.953, -0.935], [4.365, -2.073, -1.335], [2.536, -1.170, 0.674], [3.684, -1.818, 1.560], [1.323, -2.072, 0.575], [2.211, 0.236, 1.101], [2.093, -0.638, -2.195], [3.052, -0.064, -3.350], [1.407, -1.880, -2.642], [1.260, 0.506, -1.666], [5.073, 0.286, -0.414], [3.553, 0.949, -0.173], [4.198, 0.830, -1.732], [5.086, -2.288, -0.546], [4.890, -1.830, -2.259], [3.778, -2.972, -1.517], [3.404, -2.144, 2.430], [2.760, -0.277, -4.249], [-2.577, 1.970, 0.947], [-2.906, 1.634, -0.505], [-2.273, -0.058, -0.884], [-3.226, -1.077, 0.299], [-4.574, -1.366, 0.094], [-5.267, -2.140, 1.012], [-4.625, -2.626, 2.143], [-3.292, -2.321, 2.374], [-2.599, -1.548, 1.456], [-2.983, -0.457, -2.504], [-3.398, -1.755, -2.810], [-3.981, -2.028, -4.036], [-4.148, -1.014, -4.968], [-3.694, 0.267, -4.688], [-3.104, 0.546, -3.466], [-0.758, 1.927, 1.234], [-0.628, 2.492, 2.954], [0.297, 3.469, 3.314], [0.281, 3.993, 4.597], [-0.646, 3.540, 5.524], [-1.533, 2.528, 5.184], [-1.517, 1.992, 3.908], [-0.086, 3.294, 0.247], [1.260, 3.243, -0.111], [1.830, 4.277, -0.836], [1.059, 5.371, -1.204], [-0.276, 5.436, -0.833], [-0.852, 4.401, -0.113], [-3.030, 1.227, 1.604], [-2.963, 2.947, 1.239], [-2.424, 2.349, -1.175], [-3.982, 1.649, -0.685], [-5.083, -0.984, -0.783], [-6.309, -2.375, 0.840], [-5.167, -3.239, 2.851], [-2.796, -2.684, 3.264], [-1.555, -1.288, 1.640], [-3.301, -2.547, -2.079], [-4.320, -3.031, -4.261], [-4.631, -1.220, -5.913], [-3.806, 1.055, -5.420], [-2.740, 1.545, -3.262], [1.013, 3.835, 2.589], [0.987, 4.766, 4.869], [-0.673, 3.971, 6.516], [-2.243, 2.161, 5.913], [-2.201, 1.189, 3.659], [1.849, 2.393, 0.203], [2.876, 4.245, -1.112], [1.501, 6.178, -1.772], [-0.868, 6.303, -1.093], [-1.892, 4.475, 0.175], [-0.524, -3.122, -1.274], [-0.581, -4.826, -0.113], [0.480, -5.649, 0.208], [0.084, -6.793, 0.920], [-1.268, -6.834, 1.134], [-2.077, -5.493, 0.463], [1.499, -5.420, -0.069], [0.762, -7.566, 1.248], [-1.829, -7.587, 1.664]]
}